This record from OMol25 describes a 2-piece molecular cluster, CN2O6 overall in a non-equilibrium geometry. The level of theory is the ωB97M-V functional and the def2-TZVPD basis.

Each line ends with the Löwdin charge.
Cartesian coordinates (Å):
C1 2.2939 0.7053 0.4077  -0.400
N1 -1.0630 -1.6902 -0.6474  0.014
N2 -1.5514 0.6511 -0.0676  -0.447
O1 3.2035 0.3532 -0.2304  0.204
O2 -0.9891 -0.6061 0.3295  -0.020
O3 1.3842 1.0486 1.0329  0.203
O4 -0.4942 -2.6886 -0.4449  0.120
O5 -2.1406 1.1568 0.7975  0.174
O6 -1.2606 1.0328 -1.1329  0.153

Cartesian forces, eV/Å:
0.7189 -0.3189 -0.5905
-0.8981 -1.1029 -2.9052
0.6137 -0.9880 -0.3345
-0.5684 0.2342 0.4412
1.4587 -1.6400 2.1083
-0.1434 0.1315 0.1461
-0.4099 2.6787 1.4847
-1.1960 0.6715 1.6446
0.4245 0.3339 -1.9947

HOMO   -0.4175 Eh
Charge   0
Multiplicity   1
Largest force on an atom   3.23 eV/A
Electronic energy   -598.85254 Ha
Frontier orbital gap   10.367 eV
SMILES   O=NO[N+](=O)[O-].O=C=O